Entry 1:
DFT (the ωB97M-V functional and the def2-TZVPD basis) results for a structure of composition C4H14KO5 at a distorted geometry.

```
24
Properties=species:S:1:pos:R:3
K -0.12 2.91 -0.60
O -1.93 2.05 1.21
H -2.36 1.27 1.56
H -2.47 2.76 1.50
C -1.45 -0.72 -1.79
C -1.68 -0.98 -0.29
O -1.61 -2.36 -0.04
O -1.55 0.69 -1.95
H -2.16 -1.20 -2.46
H -0.41 -1.07 -2.03
H -2.61 -0.54 0.03
H -0.92 -0.48 0.28
H -2.52 -2.63 -0.29
H -2.42 1.01 -1.66
C 1.82 0.14 0.14
C 3.06 -0.06 0.92
O 3.97 -0.92 0.31
O 1.11 1.07 0.89
H 1.16 -0.75 0.16
H 2.05 0.51 -0.87
H 2.90 -0.34 1.98
H 3.62 0.88 0.98
H 3.68 -1.84 0.32
H 0.87 0.60 1.69
```

Properties
LUMO level (eV): -3.45
HOMO (eV): -13.25
F_max (hartree/bohr): 0.0457
Net charge: +1

Entry 2:
DFT (the ωB97M-V functional and the def2-TZVPD basis) results for a cluster of 2 separate species, C4H14N in total at a distorted geometry.

```
19
Properties=species:S:1:pos:R:3
C 1.14 -2.20 1.41
C 1.42 -2.56 -0.03
H 1.43 -3.08 1.99
H 1.71 -1.33 1.74
H 0.12 -2.00 1.78
H 0.85 -3.34 -0.54
H 2.50 -2.63 -0.11
H 1.10 -1.82 -0.80
C -0.38 1.72 -0.19
C -0.79 2.86 -1.12
N -1.46 0.65 -0.17
H 0.54 1.19 -0.43
H -0.23 2.01 0.85
H -1.40 2.50 -1.93
H 0.11 3.35 -1.48
H -2.17 0.89 0.53
H -1.92 0.51 -1.07
H -1.17 -0.30 0.14
H -1.38 3.58 -0.56
```

Properties
LUMO level (eV): -3.79
HOMO (eV): -14.64
F_max (hartree/bohr): 0.0453
Net charge: +1
Relative energy (zero: lowest compared OMol25 entry of this formula, charge and spin) (kJ/mol): 83.1

Entry 3:
DFT (the ωB97M-V functional and the def2-TZVPD basis) results for a cluster of 2 separate species, C4H14N2 in total at a distorted geometry.

```
20
Properties=species:S:1:pos:R:3
C 1.95 3.35 -0.69
C 3.02 2.26 -0.69
C 2.42 0.85 -0.58
H 1.09 3.05 -1.30
H 2.31 4.29 -1.11
H 1.56 3.38 0.32
H 3.67 2.40 0.18
H 3.61 2.26 -1.61
H 3.13 0.05 -0.35
H 1.63 0.82 0.17
H 2.12 0.53 -1.58
N -2.80 -1.02 0.32
C -2.09 -2.32 0.28
N -2.36 -3.15 1.45
H -2.39 -0.41 -0.39
H -3.72 -1.19 -0.08
H -2.45 -2.85 -0.61
H -1.01 -2.24 0.18
H -1.73 -3.00 2.21
H -3.31 -2.97 1.74
```

Properties
LUMO level (spin up / spin down) (eV): 3.88 / 3.83
HOMO (spin up / spin down) (eV): 1.36 / -5.82
F_max (hartree/bohr): 0.0237
Net charge: -1
Spin multiplicity: 2
Relative energy (zero: lowest compared OMol25 entry of this formula, charge and spin) (kJ/mol): 4.9

Entry 4:
DFT (the ωB97M-V functional and the def2-TZVPD basis) results for the ion C4H14N2 with charge +1.

```
20
Properties=species:S:1:pos:R:3
C -0.57 0.11 -1.85
C -0.99 -0.27 -0.45
C -0.03 0.05 0.70
C 1.45 -0.05 0.31
N 2.29 -0.52 1.44
N -2.26 0.51 -0.14
H 0.28 -0.47 -2.17
H -0.30 1.17 -1.89
H -1.36 -0.06 -2.58
H -1.30 -1.31 -0.36
H -0.19 1.07 1.06
H -0.27 -0.61 1.52
H 1.87 0.91 0.02
H 1.63 -0.73 -0.51
H 3.30 -0.33 1.22
H 2.17 -1.57 1.56
H 2.00 -0.04 2.33
H -2.99 0.31 -0.82
H -2.66 0.30 0.78
H -2.07 1.52 -0.16
```

Properties
LUMO level (spin up / spin down) (eV): -3.70 / -3.74
HOMO (spin up / spin down) (eV): -6.72 / -16.59
F_max (hartree/bohr): 0.0095
Net charge: +1
Spin multiplicity: 2
Relative energy (zero: lowest compared OMol25 entry of this formula, charge and spin) (kJ/mol): 95.6